[1]
Computed, not measured: a structure of composition CH2OS2 in a non-equilibrium geometry, with wB97M-V/def2-TZVPD.

Geometry as XYZ:
```
6
Properties=species:S:1:pos:R:3:forces:R:3:mulliken_charge:R:1
C 0.735 -0.152 -0.177 -0.51 -0.91 0.48 0.47
H -0.653 1.133 0.037 4.55 0.51 -1.37 0.25
H -1.939 -0.145 0.693 2.72 -1.83 -1.99 0.14
O 0.456 1.128 -0.224 -4.08 0.92 1.37 -0.35
S -0.801 -1.108 -0.213 -1.92 0.94 1.82 -0.26
S 2.201 -0.856 -0.115 -0.76 0.36 -0.32 -0.24
```
Positions in Å, forces in eV/Å.

DFT total energy = -24784.88132 eV
Lowest unoccupied orbital energy = -1.08 eV
2S+1 = 1
Energy relative to the best compared isomer or geometry (same formula, charge and spin) = 55.2 kcal/mol
Max |F| = 0.0929 hartree/bohr
HOMO-LUMO gap = 8.107 eV

[2]
Computed, not measured: a cluster of 2 separate species, CH2OS2 in total in a non-equilibrium geometry, with wB97M-V/def2-TZVPD.

Geometry as XYZ:
```
6
Properties=species:S:1:pos:R:3:forces:R:3:mulliken_charge:R:1
C 1.031 0.118 -0.129 1.87 4.25 0.68 0.24
O 0.323 1.060 0.177 -0.76 0.60 0.39 -0.43
S -2.141 0.397 -0.051 0.55 0.23 -0.47 -0.12
S 0.635 -1.354 -0.570 -0.83 -3.52 -1.04 -0.12
H 2.143 0.432 -0.163 -0.86 -1.10 -0.02 0.31
H -1.991 -0.653 0.735 0.01 -0.45 0.46 0.12
```
Positions in Å, forces in eV/Å.

DFT total energy = -24783.94315 eV
Lowest unoccupied orbital energy (spin up / spin down) = -1.90 / -3.23 eV
2S+1 = 1
Energy relative to the best compared isomer or geometry (same formula, charge and spin) = 76.8 kcal/mol
Max |F| = 0.0912 hartree/bohr
HOMO-LUMO gap (spin up / spin down) = 7.560 / 6.288 eV